Entry from the Open Molecules 2025 dataset: C23H17EuF5I3N2O2Te as an isolated structure in a non-equilibrium geometry (ωB97M-V with the def2-TZVPD basis set).

The geometry in XYZ format:
```
54
Properties=species:S:1:pos:R:3:lowdin_spin:R:1
Eu -0.81 0.16 0.55 6.881
I 0.54 -5.60 -4.09 0.000
C 0.17 -3.72 -3.20 0.003
C -1.13 -3.30 -3.03 0.000
C -1.33 -2.08 -2.41 0.002
I -3.22 -1.34 -1.79 0.002
C -0.29 -1.23 -1.99 0.002
O -0.55 -0.08 -1.48 -0.013
C 1.03 -1.74 -2.13 0.002
C 2.12 -0.94 -1.48 0.000
N 1.90 -0.87 -0.02 -0.002
C 2.06 -2.19 0.61 0.003
C 0.78 -2.99 0.61 0.002
C 0.82 -4.39 0.60 0.000
C -0.36 -5.09 0.76 0.002
C -1.54 -4.39 0.93 0.000
C -1.50 -3.01 0.88 0.003
N -0.37 -2.32 0.71 -0.004
C 1.24 -2.96 -2.74 0.000
H -1.97 -3.91 -3.34 0.000
H 2.11 0.08 -1.87 0.000
H 3.10 -1.40 -1.71 0.000
H 2.65 -0.27 0.36 0.001
H 2.34 -2.04 1.67 0.002
H 2.86 -2.77 0.14 0.000
H 1.76 -4.90 0.51 0.000
H -0.35 -6.17 0.78 0.000
H -2.48 -4.90 1.10 0.000
H -2.41 -2.43 1.04 0.001
H 2.25 -3.33 -2.85 0.000
I -3.54 1.59 0.85 -0.002
C -2.62 3.43 0.08 0.003
C -3.49 4.41 -0.30 0.001
C -3.00 5.69 -0.60 0.000
C -1.67 5.97 -0.42 0.000
C -0.77 4.96 -0.03 -0.001
C 0.58 5.26 0.26 0.002
C 1.43 4.29 0.69 0.000
C 0.98 2.96 0.73 0.002
C -0.30 2.55 0.42 -0.014
C -1.22 3.61 0.15 -0.001
H -4.55 4.21 -0.34 0.000
H -3.69 6.46 -0.92 0.000
H -1.29 6.97 -0.56 0.000
H 0.91 6.29 0.17 0.000
H 2.45 4.53 0.96 0.000
H 2.63 2.37 1.63 0.000
F -0.31 1.66 2.95 0.011
Te 1.14 0.28 2.71 0.063
F -1.07 -0.61 2.49 -0.004
F 1.95 1.72 3.72 0.002
F 0.89 -0.38 4.50 0.024
F 3.22 -0.05 2.62 0.017
O 1.91 1.96 1.12 0.008
```

Calculated values
expectation value of S²: 15.762
total charge: -1
HOMO-LUMO gap (spin up / spin down): 4.901 / 6.992 eV
2S+1: 8
F_max: 4.75 eV/A
relative energy (zero: lowest compared OMol25 entry of this formula, charge and spin): 72.3 kJ/mol

Entry from the Open Molecules 2025 dataset: C23H17F6N6OSSbSeTl as an isolated structure in a non-equilibrium geometry (ωB97M-V with the def2-TZVPD basis set).

The geometry in XYZ format:
```
57
Properties=species:S:1:pos:R:3:lowdin_spin:R:1
Tl -0.42 0.10 -0.33 0.001
C -3.26 -0.20 -3.33 0.000
C -3.42 -0.11 -1.84 0.000
C -3.51 1.13 -1.21 0.000
C -3.74 1.21 0.16 0.000
C -3.87 0.06 0.92 0.000
C -3.77 -1.18 0.30 0.000
C -3.56 -1.27 -1.07 0.000
H -4.25 -0.26 -3.80 0.000
H -2.72 -1.10 -3.64 0.000
H -2.78 0.68 -3.75 0.000
H -3.42 2.03 -1.79 0.000
H -3.82 2.19 0.63 0.000
H -4.07 0.12 1.98 0.000
H -3.92 -2.08 0.89 0.000
H -3.55 -2.23 -1.56 0.000
Se 6.03 -5.11 -2.66 0.463
N 6.04 -3.54 -1.87 -0.003
C 4.80 -3.18 -1.70 0.113
C 4.39 -1.95 -1.07 0.002
C 5.32 -1.03 -0.60 0.027
C 4.87 0.12 0.02 0.001
C 3.50 0.29 0.09 0.020
N 2.59 -0.56 -0.36 0.011
C 3.01 -1.69 -0.92 0.026
C 2.00 -2.69 -1.37 0.069
N 0.70 -2.45 -1.16 0.015
C -0.20 -3.36 -1.51 0.074
C 0.12 -4.58 -2.11 -0.011
C 1.43 -4.83 -2.38 0.052
C 2.41 -3.89 -2.00 0.029
C 3.80 -4.15 -2.18 0.104
N 4.28 -5.25 -2.72 -0.004
H 6.38 -1.23 -0.72 0.001
H 5.55 0.86 0.42 0.000
H 2.35 2.14 0.11 0.000
H -1.24 -3.12 -1.29 0.003
H -0.66 -5.29 -2.36 -0.002
H 1.76 -5.74 -2.87 0.002
F 0.34 2.07 1.46 0.000
Sb 0.17 3.88 0.63 0.000
F -1.14 3.05 -0.47 0.000
F -1.09 4.19 1.97 0.000
F 0.19 5.58 -0.09 0.000
F 1.82 4.12 1.55 0.000
F 1.40 3.00 -0.66 0.000
O 3.14 1.79 3.07 0.000
C 3.01 1.70 1.95 0.001
N 2.97 1.49 0.70 0.003
S 0.00 -0.82 4.75 0.000
C 0.65 -2.11 3.84 0.000
C 0.46 -1.88 2.51 0.000
N -0.19 -0.70 2.22 0.001
C -0.49 -0.05 3.31 0.000
H 1.12 -2.96 4.31 0.000
H 0.76 -2.53 1.70 0.000
H -0.99 0.91 3.31 0.000
```

Calculated values
expectation value of S²: 0.788
total charge: +2
HOMO-LUMO gap (spin up / spin down): 5.453 / 2.373 eV
2S+1: 2
F_max: 1.90 eV/A
relative energy (zero: lowest compared OMol25 entry of this formula, charge and spin): 42.9 kJ/mol

Entry from the Open Molecules 2025 dataset: one molecule with the formula C23H17FN4O2 in a non-equilibrium geometry (ωB97M-V with the def2-TZVPD basis set).

The geometry in XYZ format:
```
47
Properties=species:S:1:pos:R:3:mulliken_charge:R:1
C 0.89 1.12 0.63 -1.818
C 1.28 -0.28 0.33 1.329
C 2.56 -0.85 0.32 -0.510
N 2.43 -2.21 0.12 0.021
C 3.38 -3.16 0.04 -0.174
C 3.04 -4.45 -0.22 -0.701
C 1.69 -4.80 -0.41 -0.444
C 0.72 -3.84 -0.33 -0.734
C 1.09 -2.51 -0.06 0.180
C 0.36 -1.32 0.08 0.361
C -1.07 -1.22 0.00 -0.291
N -1.67 -0.10 0.10 -0.328
N -3.01 -0.06 0.02 -0.213
C -3.70 1.11 0.21 0.174
O -3.17 2.16 0.48 -0.575
C -5.18 0.95 0.08 0.474
C -5.78 0.11 -0.85 -0.293
C -7.17 0.07 -0.91 -0.546
C -7.89 0.87 -0.04 -0.229
N -7.32 1.68 0.84 -0.594
C -6.01 1.72 0.89 -0.267
H -5.57 2.40 1.61 0.426
H -8.97 0.86 -0.04 0.364
H -7.67 -0.57 -1.62 0.377
H -5.19 -0.48 -1.54 0.468
H -3.52 -0.94 -0.11 0.392
H -1.62 -2.15 -0.15 0.342
H -0.32 -4.07 -0.47 0.353
H 1.43 -5.83 -0.61 0.435
H 3.81 -5.21 -0.28 0.398
H 4.40 -2.84 0.20 0.412
C 3.86 -0.24 0.55 0.226
O 4.83 -0.87 0.95 -0.687
C 3.99 1.21 0.22 0.157
C 3.47 1.72 -0.96 0.060
C 3.67 3.05 -1.30 -0.654
C 4.41 3.85 -0.43 0.373
C 4.95 3.36 0.74 -0.636
C 4.75 2.03 1.05 -0.339
H 5.18 1.61 1.95 0.428
H 5.52 4.01 1.38 0.436
F 4.60 5.14 -0.75 -0.328
H 3.28 3.47 -2.21 0.449
H 2.91 1.08 -1.63 0.470
H 1.69 1.65 1.15 0.385
H 0.65 1.65 -0.28 0.300
H -0.01 1.12 1.24 0.568
```

Calculated values
total charge: 0
HOMO-LUMO gap: 7.750 eV
F_max: 1.12 eV/A

Entry from the Open Molecules 2025 dataset: C23H17N5NiS4 as an isolated structure (ωB97M-V with the def2-TZVPD basis set).

The geometry in XYZ format:
```
50
Properties=species:S:1:pos:R:3:lowdin_spin:R:1
Ni -0.86 -1.88 -1.79 1.049
S -2.80 -1.04 -2.68 -0.012
C -3.79 -0.72 -1.30 -0.001
C -5.01 -0.07 -1.46 0.001
C -5.83 0.23 -0.38 0.000
C -7.07 0.88 -0.60 0.000
N -8.08 1.39 -0.81 0.000
C -5.40 -0.13 0.92 0.001
C -4.20 -0.80 1.08 0.000
C -3.39 -1.12 0.00 -0.001
S -1.93 -2.02 0.23 -0.023
C -6.21 0.21 2.05 0.000
N -6.85 0.49 2.96 0.000
H -5.32 0.20 -2.46 0.000
H -3.87 -1.09 2.08 0.000
C 3.08 -4.17 -2.24 -0.003
C 1.79 -3.42 -2.49 0.001
S 0.55 -3.60 -1.29 -0.031
C 1.58 -2.67 -3.59 0.001
C 2.60 -2.47 -4.68 -0.003
S 0.06 -1.85 -3.84 -0.058
H 3.01 -4.70 -1.29 -0.001
H 3.93 -3.49 -2.19 0.000
H 3.27 -4.90 -3.04 0.000
H 3.43 -3.17 -4.59 -0.001
H 2.99 -1.45 -4.63 0.000
H 2.13 -2.60 -5.66 -0.001
C 0.83 2.11 -1.03 0.004
C 0.17 1.02 -1.59 0.089
N 0.32 -0.21 -1.10 0.065
C 1.10 -0.38 -0.04 0.048
C 1.77 0.65 0.63 0.038
C 1.64 1.94 0.07 0.071
C 2.63 0.32 1.75 0.219
C 3.06 1.07 2.83 0.088
C 2.58 2.27 3.40 0.125
C 3.29 2.91 4.47 0.045
C 2.78 4.04 5.02 0.052
N 1.61 4.60 4.63 0.116
C 0.99 3.92 3.66 0.005
N 1.37 2.83 3.04 0.088
H 0.71 3.09 -1.48 -0.002
H -0.47 1.12 -2.46 0.006
H 1.19 -1.40 0.31 0.003
H 2.18 2.77 0.49 0.006
H 3.01 -0.70 1.71 0.013
H 3.88 0.63 3.40 0.001
H 4.23 2.49 4.82 0.001
H 3.30 4.56 5.82 0.002
H 0.02 4.32 3.35 -0.002
```

Calculated values
expectation value of S²: 2.109
total charge: -2
HOMO-LUMO gap (spin up / spin down): 3.404 / 6.572 eV
2S+1: 3
F_max: 0.78 eV/A